ORCA calculation (the ωB97M-V functional and the def2-TZVPD basis) on 7 unconnected molecules or ions with the total composition C40H57F6IN2O22S3.

Each atom is followed by the atoms it is bonded to, with distances in Å.
Geometry (Å):
1 C 2.2590 1.3557 2.1702  C2 1.555, H33 1.129, H34 1.134, H35 1.122
2 C 1.9871 2.4924 1.1439  C1 1.555, C3 1.494, C32 1.465
3 C 3.0870 2.9986 0.2696  C2 1.494, C4 1.479, H36 1.117
4 C 2.8366 4.0485 -0.7418  C3 1.479, C5 1.490, H37 1.121
5 C 1.4950 4.6701 -0.9294  C4 1.490, C6 1.460, H38 1.115
6 C 0.4255 4.1762 -0.0667  C5 1.460, C7 1.594, C32 1.491
7 C -1.0776 4.7049 -0.1059  C6 1.594, C8 1.544, H39 1.124, H40 1.112
8 C -1.9770 3.4576 -0.2467  C7 1.544, C9 1.451, C31 1.517
9 C -3.0508 3.0169 0.6243  C8 1.451, S10 1.792, C14 1.543
10 S -3.5095 3.9991 2.0511  C9 1.792, O11 1.460, O12 1.464, F13 1.657
11 O -2.9225 5.3280 2.1966  S10 1.460
12 O -3.1527 3.2158 3.2357  S10 1.464
13 F -5.1434 4.2335 2.2011  S10 1.657
14 C -3.7952 1.6968 0.3324  C9 1.543, I15 2.173, C16 1.467
15 I -5.3325 1.0464 1.7230  C14 2.173
16 C -3.4897 0.8599 -0.8332  C14 1.467, S17 1.840, C27 1.524
17 S -4.3379 -0.7343 -1.1861  C16 1.840, O18 1.471, O19 1.470, C20 1.862
18 O -5.7872 -0.6692 -0.9402  S17 1.471
19 O -4.2049 -1.0940 -2.6053  S17 1.470
20 C -3.5673 -1.9951 -0.0534  S17 1.862, F21 1.386, F22 1.394, C23 1.590
21 F -4.4948 -3.0124 0.1101  C20 1.386
22 F -3.3538 -1.5045 1.2339  C20 1.394
23 C -2.1754 -2.5930 -0.5365  C20 1.590, F24 1.369, F25 1.392, F26 1.350
24 F -2.3178 -3.9488 -0.6599  C23 1.369
25 F -1.2438 -2.4115 0.4823  C23 1.392
26 F -1.6551 -1.9892 -1.6255  C23 1.350
27 C -2.3991 1.2676 -1.8170  C16 1.524, N28 1.355, C31 1.527
28 N -1.9410 0.6883 -2.9527  C27 1.355, S29 1.676
29 S -0.7397 1.6531 -3.6136  N28 1.676, N30 1.646
30 N -0.7695 2.8019 -2.4345  S29 1.646, C31 1.374
31 C -1.7005 2.5747 -1.4494  C8 1.517, C27 1.527, N30 1.374
32 C 0.6764 3.1175 0.9531  C2 1.465, C6 1.491, H41 1.127
33 H 1.3061 0.9892 2.6525  C1 1.129
34 H 2.6940 0.4498 1.6451  C1 1.134
35 H 2.9781 1.6288 2.9877  C1 1.122
36 H 4.1013 2.5529 0.4122  C3 1.117
37 H 3.7115 4.3684 -1.3654  C4 1.121
38 H 1.2853 5.4568 -1.6913  C5 1.115
39 H -1.2076 5.3492 -1.0174  C7 1.124
40 H -1.1882 5.3352 0.8030  C7 1.112
41 H -0.1707 2.7415 1.5940  C32 1.127
42 C 4.1856 9.5015 1.6695  C43 1.516, H49 1.093, H50 1.091, H51 1.091
43 C 4.3091 8.0141 1.4025  C42 1.516, O44 1.433, H52 1.091, H53 1.092
44 O 3.8337 7.2488 2.5170  C43 1.433, C45 1.339
45 C 2.5026 7.1470 2.6204  O44 1.339, O46 1.205, O47 1.341
46 O 1.6973 7.6281 1.8642  C45 1.205
47 O 2.2170 6.4392 3.7236  C45 1.341, C48 1.428
48 C 0.8176 6.3406 3.9898  O47 1.428, H54 1.090, H55 1.091, H56 1.089
49 H 4.6766 9.7646 2.6094  C42 1.093
50 H 4.6364 10.0774 0.8595  C42 1.091
51 H 3.1400 9.8003 1.7618  C42 1.091
52 H 5.3606 7.7537 1.2733  C43 1.091
53 H 3.7895 7.7243 0.4864  C43 1.092
54 H 0.2694 5.9710 3.1226  C48 1.090
55 H 0.4300 7.3115 4.3019  C48 1.091
56 H 0.6824 5.6348 4.8082  C48 1.089
57 C 4.1544 7.6919 5.5482  C58 1.516, H64 1.093, H65 1.086, H66 1.091
58 C 5.3176 8.1860 6.3850  C57 1.516, O59 1.435, H67 1.091, H68 1.092
59 O 4.8604 8.7927 7.6026  C58 1.435, C60 1.338
60 C 4.4941 7.9425 8.5683  O59 1.338, O61 1.205, O62 1.340
61 O 4.5245 6.7397 8.5045  C60 1.205
62 O 4.0605 8.6625 9.6122  C60 1.340, C63 1.427
63 C 3.5505 7.8726 10.6860  O62 1.427, H69 1.090, H70 1.091, H71 1.089
64 H 3.4340 8.4970 5.3807  C57 1.093
65 H 4.5015 7.3216 4.5876  C57 1.086
66 H 3.6189 6.8863 6.0525  C57 1.091
67 H 5.8569 8.9603 5.8370  C58 1.091
68 H 6.0294 7.3851 6.5976  C58 1.092
69 H 4.2697 7.1147 10.9977  C63 1.090
70 H 2.6079 7.4088 10.3917  C63 1.091
71 H 3.3635 8.5389 11.5270  C63 1.089
72 C 2.8830 -2.8501 -2.9538  C73 1.516, H79 1.092, H80 1.091, H81 1.092
73 C 3.8021 -2.6326 -1.7677  C72 1.516, O74 1.434, H82 1.091, H83 1.092
74 O 5.0767 -2.1260 -2.1870  C73 1.434, C75 1.338
75 C 5.1093 -0.8219 -2.4845  O74 1.338, O76 1.205, O77 1.339
76 O 4.1802 -0.0569 -2.4223  C75 1.205
77 O 6.3489 -0.5201 -2.8924  C75 1.339, C78 1.427
78 C 6.4997 0.8295 -3.3313  O77 1.427, H84 1.091, H85 1.091, H86 1.089
79 H 3.3668 -3.4796 -3.7036  C72 1.092
80 H 1.9521 -3.3246 -2.6387  C72 1.091
81 H 2.6379 -1.9048 -3.4415  C72 1.092
82 H 3.9944 -3.5875 -1.2770  C73 1.091
83 H 3.3506 -1.9719 -1.0239  C73 1.092
84 H 6.1473 1.5340 -2.5771  C78 1.091
85 H 5.9671 0.9765 -4.2720  C78 1.091
86 H 7.5610 1.0058 -3.5004  C78 1.089
87 C -3.3961 -3.1965 3.5640  C88 1.516, H94 1.091, H95 1.090, H96 1.092
88 C -2.2328 -2.6983 4.3979  C87 1.516, O89 1.433, H97 1.091, H98 1.092
89 O -2.6913 -2.0817 5.6076  C88 1.433, C90 1.339
90 C -3.0614 -2.9244 6.5798  O89 1.339, O91 1.205, O92 1.339
91 O -3.0327 -4.1276 6.5246  C90 1.205
92 O -3.4959 -2.1961 7.6163  C90 1.339, C93 1.428
93 C -4.0098 -2.9767 8.6954  O92 1.428, H99 1.090, H100 1.091, H101 1.089
94 H -4.1136 -2.3931 3.3883  C87 1.091
95 H -3.0466 -3.5772 2.6039  C87 1.090
96 H -3.9342 -3.9973 4.0744  C87 1.092
97 H -1.6912 -1.9301 3.8437  C88 1.091
98 H -1.5230 -3.4988 4.6181  C88 1.092
99 H -3.2926 -3.7332 9.0147  C93 1.090
100 H -4.9525 -3.4412 8.4026  C93 1.091
101 H -4.1975 -2.3034 9.5306  C93 1.089
102 C -0.9438 -8.1954 -3.1357  C103 1.516, H109 1.092, H110 1.091, H111 1.091
103 C -1.2956 -8.1928 -4.6102  C102 1.516, O104 1.434, H112 1.091, H113 1.092
104 O -2.1141 -7.0635 -4.9435  C103 1.434, C105 1.340
105 C -1.4671 -5.8973 -5.0692  O104 1.340, O106 1.205, O107 1.339
106 O -0.2822 -5.7255 -4.9363  C105 1.205
107 O -2.3730 -4.9496 -5.3402  C105 1.339, C108 1.428
108 C -1.8267 -3.6318 -5.4094  O107 1.428, H114 1.090, H115 1.091, H116 1.089
109 H -1.8474 -8.1272 -2.5258  C102 1.092
110 H -0.4032 -9.1053 -2.8700  C102 1.091
111 H -0.3197 -7.3381 -2.8776  C102 1.091
112 H -1.8829 -9.0821 -4.8449  C103 1.091
113 H -0.4022 -8.2201 -5.2379  C103 1.092
114 H -0.9854 -3.5866 -6.1017  C108 1.090
115 H -1.5258 -3.3056 -4.4127  C108 1.091
116 H -2.6079 -2.9654 -5.7719  C108 1.089
117 C -3.6324 -11.9429 -10.0889  C118 1.516, H124 1.092, H125 1.091, H126 1.091
118 C -4.4910 -10.8011 -10.5963  C117 1.516, O119 1.433, H127 1.091, H128 1.092
119 O -4.9873 -10.0069 -9.5118  C118 1.433, C120 1.340
120 C -4.1100 -9.1456 -8.9790  O119 1.340, O121 1.205, O122 1.337
121 O -2.9698 -8.9839 -9.3354  C120 1.205
122 O -4.7117 -8.5160 -7.9641  C120 1.337, C123 1.430
123 C -3.8535 -7.6271 -7.2436  O122 1.430, H129 1.091, H130 1.087, H131 1.089
124 H -4.1750 -12.5287 -9.3435  C117 1.092
125 H -3.3374 -12.5981 -10.9103  C117 1.091
126 H -2.7275 -11.5712 -9.6051  C117 1.091
127 H -5.3645 -11.2038 -11.1107  C118 1.091
128 H -3.9512 -10.1793 -11.3139  C118 1.092
129 H -3.3620 -6.9207 -7.9137  C123 1.091
130 H -3.1179 -8.1978 -6.6822  C123 1.087
131 H -4.4672 -7.0655 -6.5416  C123 1.089

Properties
**E_LUMO**: -2.46 eV
**Molar mass**: 1255.0 g/mol
**2S+1**: 1
**SMILES**: Cc1cccc(Cc2c(S(=O)(=O)F)c(I)c(S(=O)(=O)C(F)(F)C(F)(F)F)c3nsnc23)c1.CCOC(=O)OC.CCOC(=O)OC.CCOC(=O)OC.CCOC(=O)OC.CCOC(=O)OC.CCOC(=O)OC